One molecule with the formula C21H21N3O2 at a distorted geometry. Source: OMol25; level of theory: the ωB97M-V functional and the def2-TZVPD basis.

Total charge: 0
LUMO (Ha): 0.019
Orbital gap (eV): 8.5918
E (hartree): -1127.57589

Cartesian coordinates (Å):
N  0.151  3.695  5.921
O  5.588  -2.941  -0.800
C  -0.638  3.401  5.142
O  -4.247  2.330  1.039
C  5.473  -2.459  -1.915
C  -2.836  3.644  4.108
C  -3.723  3.312  3.099
C  2.022  -1.327  -2.689
C  2.632  -2.422  -0.713
C  0.666  -1.451  -2.401
C  1.289  -2.499  -0.321
C  -1.119  2.343  2.984
C  -1.549  3.079  4.092
C  -3.332  2.526  2.019
C  3.025  -1.886  -1.905
C  0.282  -2.027  -1.188
C  -2.024  2.088  1.912
N  4.312  -1.817  -2.379
N  -1.678  -0.755  -0.393
C  6.632  -2.588  -2.882
C  -1.194  -2.067  -0.847
C  -3.990  1.317  0.069
C  -1.340  -0.102  0.869
C  -2.166  0.244  -1.367
C  -1.569  1.375  0.666
C  -2.559  1.447  -0.496
H  -3.111  4.247  4.953
H  -4.689  3.815  3.060
H  2.312  -0.832  -3.607
H  3.373  -2.825  -0.021
H  -0.066  -1.106  -3.101
H  1.005  -2.915  0.644
H  -0.120  1.972  2.966
H  4.401  -1.401  -3.282
H  7.536  -2.335  -2.306
H  6.717  -3.616  -3.217
H  6.495  -1.922  -3.731
H  -1.421  -2.763  -0.042
H  -1.783  -2.403  -1.697
H  -4.172  0.347  0.572
H  -4.679  1.420  -0.753
H  -0.303  -0.352  1.140
H  -2.037  -0.503  1.608
H  -3.021  -0.099  -1.927
H  -1.388  0.542  -2.078
H  -0.687  1.902  0.285
H  -2.475  2.366  -1.089